C3H6O2 in the gas phase. Source: the OMol25 dataset; level of theory: ωB97M-V with the def2-TZVPD basis set.

Properties
Total energy, a.u.: -268.361468
Frontier orbital gap, Eh: 0.3805
Highest occupied orbital energy, eV: -9.666
ΔE to the lowest compared entry with this formula, charge and spin, kcal per mole: 27.5
SMILES string: O=CCCO

Geometry (Å):
H1 -1.5698 -1.1982 0.2519
H2 0.8677 -1.3415 0.7653
H3 1.0005 1.3932 -0.6665
C1 1.4096 0.5394 -0.0882
H4 -1.8133 1.3601 -0.3819
O1 -1.4175 0.5815 -0.7836
C2 -0.9630 -0.2833 0.2465
O2 2.5123 0.5903 0.4043
H5 0.5498 -1.1720 -0.9745
H6 -1.0716 0.1890 1.2317
C3 0.4955 -0.6585 -0.0049



C3H6O2 in the gas phase at a distorted geometry. Source: the OMol25 dataset; level of theory: ωB97M-V with the def2-TZVPD basis set.

Properties
Total energy, a.u.: -268.276246
Frontier orbital gap, Eh: 0.3467
Highest occupied orbital energy, eV: -8.452
ΔE to the lowest compared entry with this formula, charge and spin, kcal per mole: 80.9

Geometry (Å):
O1 2.2786 0.6640 -0.4306
C1 1.1634 0.6208 0.2719
H1 -2.3010 0.8276 -0.8012
H2 -1.1872 0.3544 1.1448
H3 0.6056 -1.1855 -0.8251
C2 0.3990 -0.6310 0.0978
O2 -1.4114 0.4748 -0.9210
H4 2.4922 1.5381 -0.0826
H5 0.7079 -1.2374 0.9640
C3 -1.0670 -0.2610 0.2394
H6 -1.6802 -1.1649 0.3426



C3H6O2 as an isolated structure at a distorted geometry. Source: the OMol25 dataset; level of theory: ωB97M-V with the def2-TZVPD basis set.

Properties
Total energy, a.u.: -268.212278
Frontier orbital gap, Eh: 0.3400
Highest occupied orbital energy, eV: -8.769
ΔE to the lowest compared entry with this formula, charge and spin, kcal per mole: 121.1

Geometry (Å):
O1 0.7625 -0.3133 -0.7813
C1 1.3044 -0.7481 0.4361
H1 -1.1751 -0.9141 -0.9325
H2 0.6604 -1.4663 0.9431
H3 2.3105 -1.1189 0.2823
H4 -1.4863 1.2956 0.7667
H5 -1.3138 1.6045 -0.9527
H6 1.4240 0.2702 0.9649
C2 0.3801 0.8909 -0.1755
C3 -1.1056 0.8547 -0.1579
O2 -1.7613 -0.3552 -0.3932



C3H6O2 in the gas phase. Source: the OMol25 dataset; level of theory: ωB97M-V with the def2-TZVPD basis set.

Properties
Total energy, a.u.: -268.344274
Frontier orbital gap, Eh: 0.3943
Highest occupied orbital energy, eV: -9.787
ΔE to the lowest compared entry with this formula, charge and spin, kcal per mole: 38.2
SMILES string: COCC=O

Geometry (Å):
H1 0.9853 1.4400 -1.0417
H2 -0.0153 -1.5359 1.0943
C1 0.0451 -1.5117 -0.0026
C2 -0.2320 1.3486 0.6995
O1 -1.2407 2.0026 0.8043
H3 0.4346 1.1577 1.5683
H4 -0.6109 0.6875 -1.2981
H5 0.4580 -2.4601 -0.3533
C3 0.2470 0.7507 -0.6117
O2 0.8993 -0.4799 -0.4533
H6 -0.9704 -1.3996 -0.4056



C3H6O2 in the gas phase at a distorted geometry. Source: the OMol25 dataset; level of theory: ωB97M-V with the def2-TZVPD basis set.

Properties
Total energy, a.u.: -268.339036
Frontier orbital gap, Eh: 0.4163
Highest occupied orbital energy, eV: -10.276
ΔE to the lowest compared entry with this formula, charge and spin, kcal per mole: 41.5
SMILES string: C1COCO1

Geometry (Å):
H1 -0.7532 1.5169 -0.3961
O1 -0.3662 -0.2805 -1.3044
H2 -1.6107 -0.6090 0.2784
O2 1.0853 0.7269 0.0737
H3 1.3301 -0.9540 1.1953
C1 0.0900 0.9803 -0.8768
C2 0.5148 -0.2673 0.8941
H4 0.0364 0.0993 1.8108
C3 -0.5873 -0.8723 -0.0395
H5 -0.2618 -1.8878 0.0602
H6 0.5226 1.5475 -1.6957



C3H6O2 in the gas phase. Source: the OMol25 dataset; level of theory: ωB97M-V with the def2-TZVPD basis set.

Properties
Total energy, a.u.: -268.247057
Frontier orbital gap, Eh: 0.3422
Highest occupied orbital energy, eV: -8.868
ΔE to the lowest compared entry with this formula, charge and spin, kcal per mole: 99.3

Geometry (Å):
H1 -0.8853 -1.0243 -0.4947
O1 -0.1815 0.7141 -1.4069
C1 0.8575 -0.1986 0.5852
H2 -0.6664 0.1957 1.7929
C2 -1.1622 1.4887 -1.0479
H3 1.1435 0.8513 0.4606
O2 0.0959 -0.4036 1.7680
H4 0.6493 -1.1882 -1.3900
C3 0.0823 -0.5484 -0.7048
H5 1.7795 -0.7940 0.6680
H6 -1.7126 0.9072 -0.2304



C3H6O2 in the gas phase at a distorted geometry. Source: the OMol25 dataset; level of theory: ωB97M-V with the def2-TZVPD basis set.

Properties
Total energy, a.u.: -268.238068
Frontier orbital gap, Eh: 0.3997
Highest occupied orbital energy, eV: -9.917
ΔE to the lowest compared entry with this formula, charge and spin, kcal per mole: 104.9
SMILES string: OC[C@H]1CO1

Geometry (Å):
C1 -0.2574 -0.3803 0.5382
H1 0.6996 0.4200 -1.2449
H2 -2.4291 -0.0228 0.7774
O1 -0.9764 -0.9326 -0.3800
C2 -1.5852 0.2325 -0.0324
H3 1.0961 1.4425 0.3773
H4 0.0443 -0.5836 1.6100
O2 2.2009 -0.3390 0.0516
C3 0.8715 0.3257 -0.1972
H5 -1.7690 0.9560 -0.7842
H6 2.1047 -1.1184 -0.7157



A 2-piece molecular cluster, C3H6O2 overall. Source: the OMol25 dataset; level of theory: ωB97M-V with the def2-TZVPD basis set.

Properties
Total energy, a.u.: -268.286893
Frontier orbital gap, Eh: 0.4044
Highest occupied orbital energy, eV: -10.240
ΔE to the lowest compared entry with this formula, charge and spin, kcal per mole: 74.3
SMILES string: O=C[C@@H]1CO1.[H][H]

Geometry (Å):
O1 -1.3942 0.8386 -0.2938
C1 -0.2555 1.6734 -0.2551
H1 -0.2641 -2.7171 -0.7256
O2 1.4050 -1.0321 0.9731
C2 0.3823 -0.3926 0.9310
C3 -0.1249 0.2130 -0.3314
H2 -0.0179 2.2543 -1.1409
H3 0.1544 -0.2732 -1.2653
H4 -0.0906 2.1703 0.7019
H5 -0.2027 -0.1363 1.8398
H6 0.4083 -2.5984 -0.4339



An isolated ion of composition C3H6O2P and charge -1 at a distorted geometry. Source: the OMol25 dataset; level of theory: ωB97M-V with the def2-TZVPD basis set.

Properties
Total energy, a.u.: -609.733620
Frontier orbital gap, Eh: 0.2586
Highest occupied orbital energy, eV: -2.971
ΔE to the lowest compared entry with this formula, charge and spin, kcal per mole: 59.4
Total charge: -1
SMILES string: C=CP([O-])OC

Geometry (Å):
P1 0.9771 0.3836 1.5963
H1 0.4190 -2.7292 0.9856
H2 0.4718 -1.6092 -0.3956
H3 -0.9395 1.9888 1.1719
O1 0.7367 0.7434 3.3395
O2 -0.2439 -0.8203 1.3791
H4 1.2736 1.8274 -0.9478
C1 -0.0152 1.6708 0.6946
C2 -0.0924 -1.8852 0.5030
H5 -1.0952 -2.2109 0.2031
C3 0.3584 2.1563 -0.4794
H6 -0.2211 2.8853 -1.0368



C3H6O2S in the gas phase at a distorted geometry. Source: the OMol25 dataset; level of theory: ωB97M-V with the def2-TZVPD basis set.

Properties
Total energy, a.u.: -666.560013
Frontier orbital gap, Eh: 0.3725
Highest occupied orbital energy, eV: -9.590
ΔE to the lowest compared entry with this formula, charge and spin, kcal per mole: 21.3
SMILES string: C[C@@H](O)C(=O)S

Geometry (Å):
H1 1.0272 0.0651 1.7088
O1 0.2469 -1.5991 -0.3917
S1 -2.2863 -0.6569 0.2921
H2 -3.3103 0.2769 0.3746
H3 0.3520 -1.8375 -1.3746
H4 1.2796 1.4408 0.6164
C1 -0.9912 0.4431 -0.2695
H5 0.8412 0.1380 -1.3779
C2 0.4372 -0.1773 -0.3643
C3 1.3428 0.3348 0.7140
O2 -1.2737 1.5969 -0.4930
H6 2.3346 -0.0247 0.5651



C3H6O2S in the gas phase at a distorted geometry. Source: the OMol25 dataset; level of theory: ωB97M-V with the def2-TZVPD basis set.

Properties
Total energy, a.u.: -666.461475
Frontier orbital gap, Eh: 0.3131
Highest occupied orbital energy, eV: -8.879
ΔE to the lowest compared entry with this formula, charge and spin, kcal per mole: 83.2
SMILES string: COCOC=S

Geometry (Å):
H1 -0.0657 -0.4625 1.5839
C1 0.4724 -1.1617 -0.9348
O1 -0.2727 -0.0335 -1.4162
S1 1.2939 1.2822 2.7844
O2 -0.0206 1.6366 0.5372
H2 -0.1045 -1.7514 -0.1295
H3 -1.1673 1.5715 -1.1490
H4 1.5829 -1.1669 -0.6129
H5 -1.6371 0.4086 0.1117
C2 0.3118 0.6343 1.5099
H6 0.4461 -1.7978 -1.8159
C3 -0.8391 0.8406 -0.4687



C3H6O2S as an isolated structure at a distorted geometry. Source: the OMol25 dataset; level of theory: ωB97M-V with the def2-TZVPD basis set.

Properties
Total energy, a.u.: -666.495441
Frontier orbital gap, Eh: 0.3482
Highest occupied orbital energy, eV: -8.947
ΔE to the lowest compared entry with this formula, charge and spin, kcal per mole: 61.9

Geometry (Å):
H1 -0.4257 0.6862 -1.7283
O1 1.2473 -0.7451 0.8589
H2 0.7885 -1.3726 -1.0540
H3 -1.3676 0.0293 1.2506
S1 0.0777 2.0617 0.1665
C1 -0.1503 0.5268 -0.6921
H4 1.9095 0.0000 -0.8855
H5 0.5668 -1.3417 1.1908
C2 -1.6945 -0.2025 0.2203
O2 -2.7935 -0.7122 0.0543
C3 0.9899 -0.4534 -0.4942
H6 0.8520 1.5236 1.1126



A 2-piece molecular cluster, C3H6O2S2 overall. Source: the OMol25 dataset; level of theory: ωB97M-V with the def2-TZVPD basis set.

Properties
Total energy, a.u.: -1064.538609
Frontier orbital gap, Eh: 0.1323
Highest occupied orbital energy, eV: -9.282
ΔE to the lowest compared entry with this formula, charge and spin, kcal per mole: 155.0

Geometry (Å):
H1 -0.6737 0.4176 -1.5938
S1 -1.2938 1.6803 1.0293
H2 0.6451 -0.7191 -1.1009
C1 0.1070 0.8226 0.3599
H3 -2.2109 0.7081 0.8540
C2 -0.2422 -0.1653 -0.7806
S2 2.7707 -0.1195 0.0112
H4 4.0728 -0.3324 0.2642
O1 -2.4636 -0.9076 -0.4834
H5 0.6245 0.2321 1.1591
H6 0.7899 1.5783 0.0132
O2 -0.8663 -2.0547 0.5033
C3 -1.2595 -1.1403 -0.2355



C3H6O3 in the gas phase. Source: the OMol25 dataset; level of theory: ωB97M-V with the def2-TZVPD basis set.

Properties
Total energy, a.u.: -343.626727
Frontier orbital gap, Eh: 0.4190
Highest occupied orbital energy, eV: -10.583
ΔE to the lowest compared entry with this formula, charge and spin, kcal per mole: 17.5
SMILES string: COC(=O)CO

Geometry (Å):
H1 -1.9464 -0.9356 -0.6621
H2 2.6591 -0.8517 0.8788
O1 -2.4130 0.9370 0.1136
C1 -1.6169 -0.2147 0.1048
C2 -0.1814 0.1535 -0.2109
O2 0.7087 -0.6402 0.3838
H3 -2.0359 1.5286 -0.5553
C3 2.0807 -0.3286 0.1178
H4 2.3581 -0.6779 -0.8799
H5 -1.6814 -0.7060 1.0786
O3 0.0989 1.0787 -0.9401
H6 2.2420 0.7491 0.1798



A 2-piece molecular cluster, C3H6O3 overall. Source: the OMol25 dataset; level of theory: ωB97M-V with the def2-TZVPD basis set.

Properties
Total energy, a.u.: -343.609728
Frontier orbital gap, Eh: 0.3934
Highest occupied orbital energy, eV: -10.369
ΔE to the lowest compared entry with this formula, charge and spin, kcal per mole: 28.1
SMILES string: CC=O.O=CO

Geometry (Å):
O1 -0.7934 1.3287 0.8027
O2 -0.0243 -1.0425 -0.1832
H1 -0.1078 3.0906 -1.7517
C1 0.8225 -1.8448 0.4758
H2 0.4221 1.3976 -1.7860
H3 -1.2835 1.6885 -1.7726
H4 -0.1906 3.1934 0.5500
C2 -0.3351 2.0815 -1.4078
H5 -0.3711 -0.3070 0.3744
O3 0.7630 -3.0333 0.5031
H6 1.6386 -1.3050 0.9891
C3 -0.4153 2.2230 0.0824



C3H6O3 in the gas phase. Source: the OMol25 dataset; level of theory: ωB97M-V with the def2-TZVPD basis set.

Properties
Total energy, a.u.: -343.578666
Frontier orbital gap, Eh: 0.4098
Highest occupied orbital energy, eV: -10.369
ΔE to the lowest compared entry with this formula, charge and spin, kcal per mole: 47.6
SMILES string: OC[C@]1(O)CO1

Geometry (Å):
C1 -0.2371 0.1615 0.0117
H1 1.8840 1.1575 -0.5335
H2 -1.4483 -1.6159 0.5811
H3 -0.7839 1.9763 -0.0799
H4 -2.1591 0.0168 1.0665
O1 2.0302 0.2510 -0.8410
H5 0.9191 -1.4468 -0.7569
O2 -1.2799 -0.0773 -0.8925
C2 1.0917 -0.5432 -0.1655
H6 1.4582 -0.8494 0.8278
C3 -1.4367 -0.5334 0.4658
O3 -0.0383 1.5030 0.3166



C3H6O3 in the gas phase at a distorted geometry. Source: the OMol25 dataset; level of theory: ωB97M-V with the def2-TZVPD basis set.

Properties
Total energy, a.u.: -343.622715
Frontier orbital gap, Eh: 0.4132
Highest occupied orbital energy, eV: -10.598
ΔE to the lowest compared entry with this formula, charge and spin, kcal per mole: 20.0
SMILES string: O=C(O)CCO

Geometry (Å):
C1 0.6704 -1.1653 0.5477
O1 1.3028 -1.9691 -0.0634
H1 -0.1138 2.4287 -0.8449
H2 -1.6320 0.4226 -0.2153
C2 -0.6563 0.5659 -0.6871
H3 1.4137 0.6201 -0.3146
C3 0.5261 0.2987 0.2326
O2 -0.7288 1.8626 -1.3406
H4 -0.4666 -0.0494 -1.5750
H5 -0.2652 -2.4021 1.7006
H6 0.3038 0.8688 1.1527
O3 -0.3542 -1.4815 1.4074



C3H6O3 in the gas phase at a distorted geometry. Source: the OMol25 dataset; level of theory: ωB97M-V with the def2-TZVPD basis set.

Properties
Total energy, a.u.: -343.641505
Frontier orbital gap, Eh: 0.4011
Highest occupied orbital energy, eV: -10.236
ΔE to the lowest compared entry with this formula, charge and spin, kcal per mole: 8.2
SMILES string: O=C(O)CCO

Geometry (Å):
C1 -1.1339 0.8423 -0.0160
O1 -1.8868 -0.2563 0.4733
H1 -1.4488 1.0517 -1.0434
O2 2.1710 -0.8839 0.1073
O3 0.1655 -1.7373 -0.3855
H2 2.3527 -1.8426 0.0124
H3 -1.6090 -1.0509 -0.0305
H4 0.8536 1.2678 -0.7088
H5 0.7270 1.0047 1.0411
C2 0.3775 0.6536 0.0639
H6 -1.4139 1.7142 0.5858
C3 0.8450 -0.7632 -0.0996



A 2-piece molecular cluster, C3H6O3P overall at a distorted geometry. Source: the OMol25 dataset; level of theory: ωB97M-V with the def2-TZVPD basis set.

Properties
Total energy, a.u.: -685.039462
Frontier orbital gap, Eh: 0.3240
Highest occupied orbital energy, eV: -4.921
ΔE to the lowest compared entry with this formula, charge and spin, kcal per mole: 44.7
Total charge: -1

Geometry (Å):
H1 2.1136 -0.3423 1.1812
H2 0.3381 -2.0553 0.9672
O1 -0.4005 -0.9342 -2.1458
O2 0.9718 1.2946 2.3749
H3 0.2196 -1.9141 2.6985
H4 -1.0065 -1.1707 1.5599
O3 0.3347 0.8105 -0.0101
C1 -0.6015 0.2223 -2.0787
H5 -1.5926 1.4364 -3.1883
C2 -0.8476 1.4426 -2.5126
P1 0.9309 0.2783 1.3115
C3 -0.0102 -1.3639 1.7072
H6 -0.4498 2.2958 -1.8649



C3H6O3S in the gas phase at a distorted geometry. Source: the OMol25 dataset; level of theory: ωB97M-V with the def2-TZVPD basis set.

Properties
Total energy, a.u.: -741.749929
Frontier orbital gap, Eh: 0.3899
Highest occupied orbital energy, eV: -10.118
ΔE to the lowest compared entry with this formula, charge and spin, kcal per mole: 20.3
SMILES string: CS(=O)(=O)CC=O

Geometry (Å):
H1 -1.9910 -1.5042 0.3903
H2 -2.0376 -1.0651 -1.4326
O1 1.4583 2.0970 1.6586
O2 -0.1251 0.9273 -1.4512
H3 0.2210 -0.1911 1.6515
H4 -2.2491 0.2732 -0.1470
S1 -0.0855 -0.3742 -0.7862
O3 0.5915 -1.4107 -1.4373
C1 0.9118 -0.0533 0.7679
H5 1.9058 1.5367 -0.3786
C2 -1.7718 -0.7489 -0.3647
C3 1.4340 1.3634 0.7191
H6 1.7375 -0.8500 0.8103